No. 1
Computed, not measured: a gas-phase ion, C2H7N3P (charge +1) in a non-equilibrium geometry, with ωB97M-V with the def2-TZVPD basis set.

Structure (XYZ):
```
13
C2H7N3P (ωB97M-V with the def2-TZVPD basis set)
C 0.7443 -0.4600 -0.1557
C -0.5635 -1.2068 0.1695
N -1.9032 1.3282 -0.4273
N 0.6602 0.8140 0.3191
N 1.3969 1.8089 0.0084
P -2.1253 -0.0708 0.0312
H 1.5396 -0.9637 0.2897
H 0.8732 -0.5727 -1.1871
H -0.7935 -1.9100 -0.6477
H -0.5387 -1.8534 1.1677
H 2.2371 1.6965 -0.5992
H 1.3740 2.5441 0.6285
H -2.9011 -1.1544 0.4030
```

Computed properties:
- HOMO energy (alpha / beta): -12.27 / -14.01 eV
- Net charge: +1
- LUMO (alpha / beta): -0.2032 / -0.2927 hartree
- Energy relative to the best compared isomer or geometry (same formula, charge and spin): 335.9 kJ/mol
- 2S+1: 3


No. 2
Computed, not measured: a molecular structure, C6H8S in a non-equilibrium geometry, with ωB97M-V with the def2-TZVPD basis set.

Structure (XYZ):
```
15
C6H8S (ωB97M-V with the def2-TZVPD basis set)
C 0.2723 0.0038 -0.0926
C -0.4872 -0.8266 1.0010
C -1.7700 -0.5621 0.1269
C -0.6969 -0.8719 -1.0138
C -1.7694 1.0727 0.0014
C -0.4934 1.2967 0.0495
H 1.9738 0.4115 1.3697
H -0.5388 -0.4345 2.0049
H -0.2729 -1.8353 1.0919
H -2.6363 -1.1797 0.1887
H -0.4962 -1.9289 -1.2731
H -0.6740 -0.2219 -1.9594
H -2.6760 1.5832 -0.3144
H 0.0724 2.2426 -0.0434
S 2.1822 0.0430 -0.0937
```

Computed properties:
- HOMO energy: -8.99 eV
- Net charge: 0
- LUMO: 0.0279 hartree
- Energy relative to the best compared isomer or geometry (same formula, charge and spin): 326.8 kJ/mol
- 2S+1: 1


No. 3
Computed, not measured: a molecular structure, C35H36F5MgN2O4PS in a non-equilibrium geometry, with ωB97M-V with the def2-TZVPD basis set.

Structure (XYZ):
```
85
C35H36F5MgN2O4PS (ωB97M-V with the def2-TZVPD basis set)
Mg 0.4519 1.0801 0.7951
O -3.1977 -1.0572 1.7057
C -2.3222 -0.1864 1.1248
O -0.9386 -0.6711 1.0697
C -2.4558 1.1689 1.1550
C -3.7131 1.8545 1.3278
C -3.7522 3.2078 1.2425
C -2.5656 3.9592 1.0139
C -1.4004 3.2478 0.9041
N -1.3318 1.9156 0.9659
C -0.0273 3.8150 0.8277
O 0.1435 5.1037 0.5819
O 0.9431 3.1049 1.0283
H -3.1863 -0.9599 2.6699
H -4.6027 1.2678 1.5101
H -4.6904 3.7340 1.3597
H -2.6043 5.0393 0.9816
H -0.6952 5.5352 0.3813
F 2.4728 -0.4104 7.2388
C 2.5052 -0.2952 5.9119
C 1.4812 0.3385 5.2339
F 0.4339 0.8268 5.9055
C 1.5339 0.4443 3.8594
F 0.4846 1.0321 3.2330
C 2.5816 -0.0514 3.0851
S 2.6338 0.0713 1.3689
C 3.5977 -0.6913 3.8113
F 4.6339 -1.2137 3.1548
C 3.5682 -0.8116 5.1858
F 4.5568 -1.4337 5.8285
C -2.4934 -3.9995 0.8836
C -1.7508 -3.1880 -0.1767
C -2.6840 -2.4488 -1.1424
P -0.4238 -2.0305 0.3986
C 0.5560 -2.7736 1.7658
C -0.1693 -2.7066 3.1116
C 1.0734 -4.1773 1.4449
C 0.5270 -1.7479 -1.0799
C 0.9365 -2.9399 -1.7162
C 1.5053 -2.9668 -2.9644
C 1.9184 -4.2570 -3.6220
C 1.6425 -1.7355 -3.6271
C 1.2738 -0.5578 -3.0389
C 0.7405 -0.4881 -1.7148
N 0.4752 0.6892 -1.1217
C 0.4141 1.8534 -1.9400
C 1.5255 2.6885 -2.1233
C 2.8811 2.3076 -1.5936
C 1.3717 3.8679 -2.8461
C 0.1594 4.2258 -3.4190
C 0.0351 5.4902 -4.2296
C -0.9201 3.3638 -3.2673
C -0.8104 2.1853 -2.5411
C -1.9857 1.2578 -2.3987
H -3.1204 -4.7402 0.3834
H -3.1370 -3.3703 1.4847
H -1.8034 -4.5377 1.5329
H -1.1577 -3.8936 -0.7648
H -3.3855 -1.8201 -0.6010
H -3.2479 -3.1709 -1.7348
H -2.1130 -1.8253 -1.8327
H 1.4177 -2.1044 1.8022
H -0.9596 -3.4541 3.1919
H -0.6017 -1.7215 3.2878
H 0.5522 -2.8931 3.9088
H 0.2732 -4.8673 1.1686
H 1.5746 -4.5800 2.3256
H 1.8050 -4.1440 0.6383
H 0.7940 -3.8867 -1.2064
H 1.8058 -5.0957 -2.9352
H 2.9611 -4.2191 -3.9423
H 1.3075 -4.4532 -4.5059
H 2.0631 -1.7186 -4.6269
H 1.4091 0.3740 -3.5719
H 3.0058 1.2257 -1.5765
H 3.0184 2.6742 -0.5762
H 3.6658 2.7400 -2.2145
H 2.2335 4.5142 -2.9796
H 0.7299 6.2505 -3.8733
H -0.9776 5.8907 -4.1795
H 0.2654 5.2932 -5.2791
H -1.8692 3.6134 -3.7320
H -2.8883 1.7141 -2.8053
H -2.1573 1.0034 -1.3508
H -1.7998 0.3256 -2.9389
```

Computed properties:
- HOMO energy: -6.96 eV
- Net charge: 0
- LUMO: -0.0018 hartree
- 2S+1: 1


No. 4
Computed, not measured: a single C2H3N3O molecule in a non-equilibrium geometry, with ωB97M-V with the def2-TZVPD basis set.

Structure (XYZ):
```
9
C2H3N3O (ωB97M-V with the def2-TZVPD basis set)
N -0.8946 0.9030 1.5601
C -0.1897 0.2442 0.5568
C 0.5510 -0.8458 0.4598
O 0.8643 -1.0007 -0.7933
N 0.1919 -0.0592 -1.5385
N -0.5081 0.6319 -0.7021
H -0.9985 1.8274 1.1352
H -0.6620 0.9104 2.6204
H 1.0540 -1.4526 1.2551
```

Computed properties:
- HOMO energy: -9.00 eV
- Net charge: 0
- LUMO: 0.0312 hartree
- Energy relative to the best compared isomer or geometry (same formula, charge and spin): 256.6 kJ/mol
- 2S+1: 1